Entry 1:
{
  "formula": "C86H56F6O34S2Tl",
  "method": "ωB97M-V with the def2-TZVPD basis set",
  "fmax_ev_per_a": 3.5,
  "charge": 1,
  "e_tot_ha": -7436.0810,
  "spin_multiplicity": 1,
  "e_lumo_ev": -5.603,
  "homo_energy_ev": -11.64,
  "symbols": ["Tl", "C", "F", "F", "F", "S", "O", "O", "O", "C", "F", "F", "F", "S", "O", "O", "O", "C", "C", "C", "O", "C", "C", "C", "O", "H", "H", "H", "H", "C", "C", "C", "O", "C", "C", "C", "O", "H", "H", "H", "H", "C", "C", "C", "O", "C", "C", "C", "O", "H", "H", "H", "H", "C", "C", "C", "O", "C", "C", "C", "O", "H", "H", "H", "H", "C", "C", "C", "O", "C", "C", "C", "O", "H", "H", "H", "H", "C", "C", "C", "O", "C", "C", "C", "O", "H", "H", "H", "H", "C", "C", "C", "O", "C", "C", "C", "O", "H", "H", "H", "H", "C", "C", "C", "O", "C", "C", "C", "O", "H", "H", "H", "H", "C", "C", "C", "O", "C", "C", "C", "O", "H", "H", "H", "H", "C", "C", "C", "O", "C", "C", "C", "O", "H", "H", "H", "H", "C", "C", "C", "O", "C", "C", "C", "O", "H", "H", "H", "H", "C", "C", "C", "O", "C", "C", "C", "O", "H", "H", "H", "H", "C", "C", "C", "O", "C", "C", "C", "O", "H", "H", "H", "H", "C", "C", "C", "O", "C", "C", "C", "O", "H", "H", "H", "H"],
  "xyz": [[-3.1972, -0.2393, 1.5615], [1.4583, 0.2452, -0.7266], [1.0212, 1.0935, -1.7085], [2.6558, -0.1630, -1.0721], [1.6732, 0.9709, 0.3582], [0.2047, -1.0438, -0.3239], [-0.2452, -1.5294, -1.5815], [0.7845, -1.9416, 0.6663], [-0.7975, -0.0750, 0.1764], [-5.2668, 0.8585, 4.7993], [-5.0450, 2.1258, 4.9627], [-4.1380, 0.0605, 5.0188], [-6.1978, 0.5500, 5.5945], [-5.8586, 0.4756, 2.9992], [-4.8841, 1.1094, 2.1124], [-5.5873, -0.9817, 2.8549], [-7.2013, 1.0399, 2.8878], [2.2140, 0.8598, -5.7473], [3.2488, 0.0608, -5.5434], [3.2311, -1.1123, -4.6429], [4.2683, -1.6414, -4.2678], [1.8398, -1.4322, -4.1878], [0.7861, -0.6409, -4.3105], [0.8344, 0.6258, -5.1455], [-0.0979, 1.3642, -5.2610], [2.3466, 1.6364, -6.4985], [4.1785, 0.2256, -6.1298], [1.7623, -2.3650, -3.6091], [-0.1105, -0.8879, -3.7794], [-0.9526, 3.8167, 1.9963], [-1.0721, 5.0586, 2.5195], [-2.3600, 5.5349, 3.0718], [-2.3600, 6.3507, 3.9780], [-3.5935, 4.9983, 2.4869], [-3.4423, 3.8231, 1.8621], [-2.1782, 3.0712, 1.7997], [-2.1452, 1.8179, 1.4790], [0.0246, 3.3986, 1.7570], [-0.2126, 5.6039, 2.7125], [-4.4129, 5.6770, 2.5572], [-4.2430, 3.2790, 1.3960], [6.4203, -0.1360, -1.9928], [7.2654, -1.1080, -2.3739], [8.6957, -1.1763, -1.8569], [9.5777, -1.9324, -2.2075], [8.9950, -0.1278, -0.8137], [8.1134, 0.8394, -0.4782], [6.7316, 0.8999, -1.0224], [5.8406, 1.6393, -0.5970], [5.3951, -0.0540, -2.2700], [6.9982, -1.9183, -3.0872], [9.9444, -0.0668, -0.3076], [8.3966, 1.6104, 0.2551], [-0.8082, -5.0404, -0.7562], [-1.2903, -4.2163, 0.2064], [-2.6132, -3.5671, -0.0808], [-3.1567, -2.7413, 0.6449], [-3.3637, -4.0042, -1.2253], [-2.8519, -4.7796, -2.1806], [-1.5436, -5.3035, -1.9869], [-1.0782, -6.0573, -2.8129], [0.1259, -5.5921, -0.6988], [-0.7901, -4.0402, 1.1772], [-4.3864, -3.5768, -1.1862], [-3.3397, -5.2262, -3.0709], [3.0447, -5.6078, 4.5459], [2.0532, -4.9885, 3.8577], [0.6708, -5.6411, 3.7463], [-0.2070, -5.0863, 3.0808], [0.5051, -6.9808, 4.4144], [1.5206, -7.5552, 5.0685], [2.7732, -6.8770, 5.2605], [3.5229, -7.2828, 6.1132], [4.0498, -5.2250, 4.5176], [2.2975, -4.0996, 3.3081], [-0.4874, -7.4035, 4.3398], [1.3610, -8.4332, 5.6589], [-4.4002, 4.2907, -3.4732], [-4.8476, 3.5275, -2.4602], [-6.2318, 3.0561, -2.3394], [-6.5753, 2.0843, -1.6377], [-7.1568, 3.8415, -3.2702], [-6.7096, 4.5518, -4.3167], [-5.2686, 4.8222, -4.5268], [-4.7482, 5.3733, -5.4598], [-3.3654, 4.6175, -3.4772], [-4.0682, 2.9909, -1.9266], [-8.1967, 3.6071, -3.1465], [-7.3179, 5.0524, -5.0780], [-5.1421, -0.7122, -3.5172], [-5.1619, -0.7931, -2.2248], [-4.0656, -0.2561, -1.3621], [-4.4455, -0.3382, -0.1623], [-2.8970, 0.4514, -1.9015], [-2.7175, 0.2752, -3.2593], [-3.8848, -0.2743, -4.1074], [-3.8117, -0.2172, -5.3118], [-5.9022, -1.0838, -4.1731], [-6.0135, -1.1486, -1.6439], [-2.1846, 0.9275, -1.2452], [-1.8551, 0.7116, -3.7894], [-5.0309, -3.9502, 3.5078], [-4.0637, -4.2461, 4.3890], [-3.3207, -5.5318, 4.2757], [-2.5555, -5.9653, 5.1203], [-3.5787, -6.2922, 2.9666], [-4.5273, -5.9311, 2.1078], [-5.3856, -4.7561, 2.3350], [-6.4000, -4.4930, 1.6838], [-5.6963, -3.0632, 3.6139], [-3.8035, -3.5295, 5.1923], [-2.9526, -7.2236, 2.8869], [-4.7750, -6.6088, 1.3111], [-0.7538, -1.3894, -6.8258], [0.3494, -1.3373, -7.5250], [1.3497, -2.4714, -7.4606], [2.3776, -2.4953, -8.1160], [1.0386, -3.6917, -6.7541], [-0.1609, -3.7962, -6.1533], [-0.9796, -2.5932, -5.9835], [-1.7740, -2.4462, -5.0681], [-1.5768, -0.7352, -6.9539], [0.6130, -0.5325, -8.2139], [1.8821, -4.3566, -6.7800], [-0.4092, -4.7047, -5.5817], [0.4401, 1.9710, 7.7951], [-0.2235, 2.5627, 6.7833], [0.4677, 3.1344, 5.6252], [-0.0024, 3.0435, 4.5140], [1.8497, 3.6093, 5.9954], [2.5840, 3.0230, 6.9709], [1.9295, 1.9903, 7.8983], [2.4997, 1.3681, 8.7951], [-0.1141, 1.4918, 8.5942], [-1.2979, 2.6293, 6.7202], [2.2867, 4.2894, 5.3027], [3.6516, 3.2678, 7.2259], [-0.3286, -2.1581, 4.5255], [0.5387, -1.9081, 5.5265], [1.4120, -0.6776, 5.3179], [2.2935, -0.3940, 6.0785], [1.1168, 0.2433, 4.1773], [0.0416, 0.0319, 3.4089], [-0.7816, -1.1953, 3.5921], [-1.9466, -1.3184, 3.1000], [-0.8372, -3.1347, 4.4044], [0.6836, -2.5423, 6.3846], [1.8218, 1.0659, 4.1627], [-0.2697, 0.6807, 2.5502], [0.7365, 4.4343, -5.0872], [-0.0287, 3.9350, -4.1722], [-0.2575, 4.7322, -2.8998], [-0.7150, 4.1328, -1.9757], [0.1241, 6.1766, -2.8558], [0.9830, 6.6276, -3.7770], [1.4219, 5.7895, -4.9479], [2.3250, 6.1434, -5.6688], [1.0278, 3.8830, -5.9847], [-0.4448, 2.9515, -4.2941], [-0.2619, 6.7364, -2.0126], [1.3450, 7.5996, -3.7583], [4.3848, -1.4407, 1.1867], [4.2848, -0.1054, 1.3571], [4.2080, 0.5015, 2.7584], [3.7671, 1.6399, 2.9100], [4.5149, -0.3630, 3.8857], [4.7134, -1.6933, 3.6977], [4.6356, -2.2963, 2.3555], [4.8475, -3.5012, 2.2251], [4.1767, -1.9558, 0.2470], [3.9259, 0.4252, 0.5303], [4.6837, 0.1931, 4.7923], [5.0028, -2.3704, 4.4452], [3.9734, 4.0762, -3.4538], [4.0827, 5.3699, -3.1020], [3.7287, 5.7786, -1.7020], [3.5619, 6.9643, -1.4518], [3.5038, 4.6893, -0.6671], [3.4744, 3.3742, -1.0065], [3.6506, 2.9598, -2.4620], [3.6142, 1.8293, -2.8472], [3.9374, 3.7513, -4.4783], [4.3062, 6.2356, -3.7629], [3.4659, 5.0842, 0.3939], [3.2713, 2.5987, -0.2921]],
  "lowdin_charge": [1.242, -0.649, 0.115, 0.141, 0.119, 0.510, -0.267, -0.270, -0.383, -0.671, 0.187, 0.075, 0.226, 0.608, -0.374, -0.336, -0.236, 0.017, 0.003, -0.356, 0.106, 0.018, -0.008, -0.349, 0.066, 0.121, 0.146, 0.137, 0.078, 0.026, 0.069, -0.364, 0.146, 0.078, 0.039, -0.243, -0.070, 0.138, 0.114, 0.134, 0.110, 0.003, 0.058, -0.354, 0.116, 0.029, 0.018, -0.369, 0.074, 0.090, 0.131, 0.115, 0.124, 0.056, 0.047, -0.355, 0.019, 0.029, 0.046, -0.419, 0.132, 0.137, 0.100, 0.142, 0.154, 0.043, 0.038, -0.316, 0.037, 0.042, 0.022, -0.407, 0.137, 0.113, 0.094, 0.106, 0.128, 0.030, 0.007, -0.334, 0.081, 0.041, 0.029, -0.403, 0.140, 0.116, 0.100, 0.114, 0.132, 0.043, 0.021, -0.257, -0.029, 0.040, 0.134, -0.344, 0.142, 0.141, 0.151, 0.100, 0.117, 0.006, 0.027, -0.364, 0.081, 0.033, -0.002, -0.382, 0.107, 0.114, 0.131, 0.138, 0.119, 0.000, 0.023, -0.386, 0.111, 0.024, 0.049, -0.375, 0.082, 0.119, 0.137, 0.132, 0.130, 0.026, 0.014, -0.383, 0.085, 0.030, 0.048, -0.367, 0.105, 0.125, 0.120, 0.109, 0.143, 0.020, 0.119, -0.343, 0.139, 0.057, 0.052, -0.272, -0.004, 0.128, 0.136, 0.109, 0.114, 0.015, 0.010, -0.389, 0.085, 0.039, 0.032, -0.361, 0.105, 0.120, 0.080, 0.123, 0.104, 0.037, 0.038, -0.350, 0.077, 0.018, 0.052, -0.379, 0.091, 0.132, 0.054, 0.124, 0.109, 0.036, 0.011, -0.380, 0.080, 0.039, 0.024, -0.359, 0.094, 0.112, 0.136, 0.137, 0.083]
}


Entry 2:
{
  "formula": "C4H7NO",
  "method": "ωB97M-V with the def2-TZVPD basis set",
  "de_lowest_kj_mol": 602.6,
  "fmax_ev_per_a": 0.6,
  "e_tot_ha": -286.4021,
  "spin_multiplicity": 1,
  "e_lumo_ev": -0.465,
  "homo_energy_ev": -8.79,
  "symbols": ["O", "N", "C", "C", "C", "C", "H", "H", "H", "H", "H", "H", "H"],
  "xyz": [[-0.4275, 2.0405, -1.1212], [-1.0377, 1.0229, -0.4202], [-0.2405, 0.0543, -0.1663], [1.2217, 0.0282, -0.5145], [-0.4179, -0.7047, 1.9480], [-0.8936, -1.1018, 0.5999], [-1.1281, 2.7044, -1.1751], [1.3912, -0.3966, -1.5106], [1.6216, 1.0449, -0.5124], [0.6431, -1.0453, 1.9885], [1.7776, -0.5766, 0.2060], [-0.5337, -2.0573, 0.1901], [-1.9761, -1.0128, 0.4879]],
  "nbo_charge": [-0.560, -0.105, 0.224, -0.690, 0.008, -0.595, 0.484, 0.238, 0.248, 0.076, 0.224, 0.220, 0.229]
}


Entry 3:
{
  "formula": "C16H25NO3",
  "method": "ωB97M-V with the def2-TZVPD basis set",
  "de_lowest_kj_mol": 139.8,
  "smiles": "CCCCOCCCNC(=O)c1ccccc1OCC",
  "fmax_ev_per_a": 0.6,
  "e_tot_ha": -905.1493,
  "spin_multiplicity": 1,
  "e_lumo_ev": 0.783,
  "homo_energy_ev": -8.79,
  "symbols": ["C", "C", "C", "C", "O", "C", "C", "H", "C", "N", "C", "O", "C", "C", "C", "C", "C", "C", "O", "C", "C", "H", "H", "H", "H", "H", "H", "H", "H", "H", "H", "H", "H", "H", "H", "H", "H", "H", "H", "H", "H", "H", "H", "H", "H"],
  "xyz": [[-4.8541, -0.6371, 2.7314], [-4.2395, -0.8725, 1.3578], [-4.2609, 0.3901, 0.5003], [-3.5841, 0.1637, -0.8554], [-2.2299, -0.2261, -0.7536], [-1.3081, 0.8102, -0.4846], [-0.9337, 1.6133, -1.7368], [-1.7807, 2.2155, -2.0699], [0.2555, 2.5388, -1.4781], [1.4280, 1.7972, -1.0812], [1.9648, 1.9053, 0.1566], [1.6612, 2.7899, 0.9345], [3.0207, 0.8965, 0.4813], [4.1249, 1.3314, 1.2007], [5.1245, 0.4539, 1.5777], [5.0052, -0.8840, 1.2507], [3.9005, -1.3450, 0.5546], [2.8980, -0.4666, 0.1590], [1.7653, -0.8349, -0.5082], [1.4715, -2.1994, -0.7462], [2.1621, -2.7368, -1.9962], [1.8619, -2.1555, -2.8647], [3.2442, -2.6802, -1.9034], [1.8752, -3.7728, -2.1529], [0.3861, -2.2187, -0.8856], [1.7187, -2.8057, 0.1323], [3.8320, -2.3974, 0.3282], [5.7729, -1.5859, 1.5414], [5.9830, 0.8081, 2.1269], [4.1769, 2.3779, 1.4600], [1.6512, 0.9816, -1.6295], [0.0362, 3.2345, -0.6642], [0.4772, 3.1137, -2.3846], [-0.6855, 0.9086, -2.5343], [-1.6796, 1.4860, 0.2945], [-0.4182, 0.3034, -0.1029], [-4.0743, -0.6669, -1.3720], [-3.6847, 1.0640, -1.4757], [-3.7553, 1.1976, 1.0341], [-5.2910, 0.7046, 0.3203], [-3.2049, -1.2024, 1.4672], [-4.7873, -1.6647, 0.8423], [-5.8888, -0.3136, 2.6365], [-4.8330, -1.5506, 3.3210], [-4.3040, 0.1311, 3.2705]],
  "nbo_charge": [-0.600, -0.397, -0.424, -0.056, -0.545, -0.072, -0.433, 0.207, -0.228, -0.605, 0.665, -0.625, -0.188, -0.135, -0.247, -0.176, -0.300, 0.328, -0.521, -0.066, -0.636, 0.213, 0.211, 0.219, 0.204, 0.177, 0.216, 0.214, 0.217, 0.233, 0.404, 0.233, 0.196, 0.199, 0.167, 0.200, 0.183, 0.162, 0.197, 0.203, 0.207, 0.191, 0.198, 0.208, 0.201]
}


Entry 4:
{
  "formula": "C5H8K2NO",
  "method": "ωB97M-V with the def2-TZVPD basis set",
  "de_lowest_kj_mol": 0.0,
  "fmax_ev_per_a": 1.1,
  "charge": 1,
  "e_tot_ha": -1524.9633,
  "spin_multiplicity": 1,
  "e_lumo_ev": -4.169,
  "homo_energy_ev": -9.87,
  "symbols": ["K", "K", "C", "O", "H", "H", "H", "N", "C", "C", "C", "C", "H", "H", "H", "H", "H"],
  "xyz": [[-1.5906, 11.2510, 2.0233], [-0.4471, 9.7818, 5.9062], [-3.5084, 9.4911, 4.6520], [-2.3979, 9.3783, 3.8291], [-3.2336, 10.0055, 5.6080], [-4.2965, 10.1573, 4.2441], [-3.9780, 8.5365, 4.9346], [-7.1565, 9.6314, 3.6380], [-8.0652, 8.6259, 3.7987], [-9.1573, 8.9434, 3.0426], [-8.9116, 10.2025, 2.4471], [-7.6643, 10.6023, 2.8325], [-6.2669, 9.6821, 4.0987], [-7.7157, 7.7009, 4.2244], [-10.0536, 8.3613, 2.9145], [-9.5920, 10.6933, 1.7723], [-7.0676, 11.4633, 2.5875]],
  "nbo_charge": [0.984, 0.985, -0.214, -1.084, 0.068, 0.115, 0.152, -0.507, -0.081, -0.295, -0.300, -0.085, 0.404, 0.210, 0.226, 0.225, 0.198]
}